(1)
Below is the molecule C5H12O, with properties calculated with wB97M-V/def2-TZVPD.

The strongest force on any atom is 0.35 eV/Å. The total energy comes out at -272.942197 Ha. The energy relative to the best compared isomer or geometry (same formula, charge and spin) comes out at 4.06 kcal/mol. As for the charge: 0. Its SMILES is CC(C)[C@@H](C)O.

Positions of all 18 atoms, in Å:
C  0.302  -1.892  -0.461
C  0.590  -0.410  -0.200
C  0.556  0.349  -1.538
C  -0.441  0.144  0.795
C  -0.131  1.526  1.369
O  -1.686  0.168  0.108
H  0.530  -2.521  0.407
H  -0.760  -2.009  -0.700
H  0.879  -2.269  -1.313
H  1.576  -0.316  0.281
H  0.289  1.404  -1.420
H  1.523  0.304  -2.052
H  -0.194  -0.100  -2.197
H  -0.494  -0.568  1.638
H  -0.878  1.783  2.132
H  -0.170  2.300  0.595
H  0.852  1.561  1.853
H  -2.344  0.545  0.703


(2)
Below is a cluster of 3 separate species, C4H10O2 in total at a distorted geometry, with properties calculated with wB97M-V/def2-TZVPD.

The strongest force on any atom is 6.30 eV/Å. The total energy comes out at -308.733001 Ha. The energy relative to the best compared isomer or geometry (same formula, charge and spin) comes out at 103.64 kcal/mol. As for the charge: 0. Its SMILES is C=CC=C.O.O.

Positions of all 16 atoms, in Å:
C  0.738  -2.443  3.642
C  0.176  -1.443  3.029
C  -1.176  -0.991  3.767
C  -2.129  -0.507  3.060
H  0.323  -3.288  4.222
H  1.801  -2.705  3.527
H  0.180  -1.027  2.086
H  -1.106  -1.292  4.834
H  -2.749  0.372  3.399
H  -2.293  -0.791  2.064
H  2.784  2.195  -4.952
H  2.956  3.651  -5.585
O  2.320  2.960  -5.261
H  0.231  1.775  -5.680
H  -1.398  2.100  -6.026
O  -0.658  1.435  -6.125


(3)
Below is a cluster of 13 separate species, C38H64Cl4F2NO34S2 in total at a distorted geometry, with properties calculated with wB97M-V/def2-TZVPD.

The strongest force on any atom is 5.23 eV/Å. The total energy comes out at -6936.364744 Ha. The energy relative to the best compared isomer or geometry (same formula, charge and spin) comes out at 0.00 kcal/mol. As for the charge: -1.

Positions of all 145 atoms, in Å:
N  -1.165  0.340  -0.528
S  -1.757  0.445  -1.964
O  -2.389  -0.710  -2.533
O  -1.116  1.326  -2.895
F  -3.064  1.277  -1.467
S  0.259  -0.461  -0.972
O  1.251  0.293  -1.648
O  0.188  -1.874  -1.153
F  0.805  -0.425  0.535
Cl  0.879  -1.309  -5.247
C  -0.461  -2.408  -4.775
C  -0.093  -3.784  -5.257
Cl  -1.448  -4.954  -4.941
H  -1.372  -1.957  -5.158
H  -0.582  -2.362  -3.694
H  0.682  -4.139  -4.586
H  0.094  -3.905  -6.312
Cl  -2.359  -2.139  3.259
C  -2.627  -1.912  1.471
C  -3.701  -0.923  1.084
Cl  -5.264  -1.364  1.814
H  -2.901  -2.923  1.178
H  -1.653  -1.662  1.066
H  -3.742  -0.981  -0.005
H  -3.425  0.088  1.372
C  0.259  -4.772  0.550
C  1.782  -4.632  0.416
O  2.134  -3.716  1.464
C  1.102  -3.651  2.335
O  1.202  -3.290  3.432
O  -0.023  -4.170  1.815
H  -0.026  -5.818  0.502
H  -0.160  -4.241  -0.305
H  2.068  -4.213  -0.548
H  2.340  -5.567  0.470
C  -2.635  3.345  1.875
C  -2.423  4.836  1.613
O  -3.519  5.164  0.753
C  -4.426  4.179  0.693
O  -5.410  4.207  0.044
O  -3.966  3.095  1.345
H  -2.685  3.149  2.942
H  -2.033  2.598  1.363
H  -1.502  4.925  1.052
H  -2.414  5.512  2.460
C  -1.716  4.432  -3.308
C  -0.371  4.161  -2.553
O  0.156  5.477  -2.348
C  -0.791  6.414  -2.586
O  -0.697  7.580  -2.390
O  -1.904  5.836  -3.116
H  -2.426  3.751  -2.844
H  -1.602  4.229  -4.374
H  0.299  3.587  -3.186
H  -0.586  3.639  -1.626
C  5.290  -1.107  0.976
C  3.773  -0.787  1.106
O  3.618  -0.769  2.532
C  4.807  -0.534  3.135
O  4.986  -0.410  4.280
O  5.771  -0.545  2.190
H  5.670  -0.614  0.083
H  5.441  -2.182  0.898
H  3.239  -1.631  0.676
H  3.463  0.154  0.650
C  -6.531  1.116  -0.952
C  -6.032  0.753  -2.334
O  -5.850  -0.661  -2.206
C  -6.695  -1.115  -1.251
O  -6.836  -2.229  -0.993
O  -7.205  -0.082  -0.562
H  -7.201  1.968  -1.041
H  -5.746  1.356  -0.234
H  -5.126  1.280  -2.615
H  -6.743  1.000  -3.129
C  0.401  0.270  3.915
C  -0.528  1.181  3.089
O  -0.766  2.292  3.963
C  -0.438  1.951  5.224
O  -0.600  2.610  6.194
O  0.162  0.754  5.243
H  1.446  0.390  3.627
H  0.095  -0.772  3.879
H  -1.458  0.649  2.867
H  -0.096  1.474  2.141
C  5.331  2.624  1.426
C  6.033  2.512  0.107
O  5.126  2.841  -0.947
C  4.804  2.049  -1.949
O  5.209  0.942  -2.110
O  3.802  2.614  -2.612
C  3.275  1.915  -3.735
H  6.036  2.604  2.264
H  4.558  1.911  1.719
H  4.843  3.596  1.553
H  6.471  1.528  -0.091
H  6.898  3.180  0.109
H  3.290  2.564  -4.610
H  2.259  1.582  -3.523
H  3.825  1.015  -4.005
C  1.011  5.613  5.656
C  0.811  6.547  4.468
O  0.394  5.807  3.331
C  1.277  5.170  2.613
O  2.434  5.286  2.765
O  0.677  4.395  1.779
C  1.525  3.534  1.000
H  0.216  4.866  5.614
H  0.968  6.047  6.651
H  1.951  5.087  5.483
H  1.645  7.243  4.339
H  -0.004  7.256  4.650
H  0.965  3.003  0.236
H  1.941  2.808  1.703
H  2.295  4.119  0.500
C  -6.270  -4.844  1.323
C  -5.212  -5.717  0.688
O  -4.627  -4.972  -0.373
C  -3.355  -5.121  -0.694
O  -2.546  -5.817  -0.158
O  -2.985  -4.359  -1.718
C  -3.943  -3.471  -2.327
H  -6.911  -4.453  0.531
H  -5.909  -3.965  1.852
H  -6.874  -5.437  2.013
H  -5.619  -6.683  0.384
H  -4.455  -5.990  1.430
H  -3.499  -2.989  -3.195
H  -4.050  -2.620  -1.659
H  -4.840  -4.036  -2.532
C  3.377  -1.667  -2.382
C  4.043  -2.705  -3.261
O  3.998  -3.970  -2.597
C  4.766  -4.217  -1.558
O  5.639  -3.520  -1.191
O  4.333  -5.310  -0.973
C  5.243  -5.958  -0.085
H  3.951  -1.392  -1.508
H  2.399  -2.061  -2.102
H  3.163  -0.804  -3.007
H  5.062  -2.363  -3.468
H  3.532  -2.804  -4.214
H  5.428  -5.338  0.791
H  6.147  -6.199  -0.635
H  4.778  -6.860  0.302


(4)
Below is a cluster of 7 separate species, C27H69BClN7O10P3 in total at a distorted geometry, with properties calculated with wB97M-V/def2-TZVPD.

The strongest force on any atom is 1.86 eV/Å. The total energy comes out at -3715.036727 Ha. As for the charge: -1.

Positions of all 118 atoms, in Å:
C  -4.545  0.418  -2.895
C  -4.430  -0.912  -2.212
O  -3.850  -0.710  -0.944
C  -4.061  -1.792  -0.038
P  -2.506  -1.893  1.121
Cl  -2.867  0.316  1.613
C  -3.499  -2.420  2.706
O  -3.634  -1.439  3.704
C  -4.276  -1.953  4.825
P  -0.588  -1.838  2.381
N  -0.590  -2.671  3.757
B  -1.347  -1.249  -0.412
O  -1.186  -1.931  -1.586
O  -0.559  -0.113  -0.251
P  -2.211  -4.067  0.518
C  -3.506  -5.200  1.209
C  -3.055  -5.989  2.435
C  -0.583  -4.853  0.848
C  0.444  -4.553  -0.210
H  -4.578  0.262  -3.959
H  -5.468  0.896  -2.629
H  -3.718  1.050  -2.641
H  -5.416  -1.332  -2.080
H  -3.801  -1.581  -2.785
H  -4.985  -1.609  0.495
H  -4.181  -2.696  -0.618
H  -4.504  -2.712  2.400
H  -3.028  -3.290  3.126
H  -4.235  -1.200  5.594
H  -3.771  -2.843  5.175
H  -5.311  -2.201  4.613
H  0.491  -2.256  1.576
H  -0.305  -0.484  2.648
H  0.133  -3.378  3.776
H  -0.331  -1.708  -1.985
H  0.378  -0.359  -0.352
H  -4.417  -4.674  1.414
H  -3.694  -5.920  0.437
H  -2.347  -5.423  3.012
H  -3.875  -6.236  3.095
H  -2.561  -6.890  2.134
H  -0.185  -4.702  1.837
H  -0.766  -5.910  0.776
H  1.203  -5.315  -0.210
H  -0.060  -4.579  -1.160
H  0.874  -3.569  -0.117
C  3.672  0.461  0.032
C  3.203  -0.964  0.014
O  2.018  -1.249  -0.047
N  4.138  -1.958  0.074
C  5.576  -1.822  0.155
H  2.809  1.111  -0.012
H  4.223  0.674  0.947
H  4.309  0.674  -0.823
H  3.741  -2.884  0.062
H  6.052  -2.311  -0.702
H  5.950  -2.293  1.068
H  5.857  -0.774  0.159
C  -4.069  5.162  0.133
C  -3.150  5.097  -1.066
O  -3.187  5.946  -1.956
N  -2.296  4.057  -1.122
C  -2.150  2.955  -0.159
H  -4.702  6.039  0.030
H  -4.698  4.274  0.186
H  -3.497  5.242  1.058
H  -1.714  4.055  -1.945
H  -1.138  2.905  0.237
H  -2.365  2.009  -0.649
H  -2.843  3.080  0.662
C  -2.820  -8.937  -1.869
C  -1.514  -8.293  -1.462
O  -1.444  -7.510  -0.537
N  -0.402  -8.618  -2.182
C  -0.293  -9.520  -3.310
H  -3.597  -8.572  -1.205
H  -3.080  -8.672  -2.894
H  -2.762  -10.024  -1.783
H  0.430  -8.147  -1.862
H  0.405  -10.329  -3.085
H  0.075  -8.986  -4.189
H  -1.259  -9.951  -3.548
C  -1.378  7.864  0.049
C  -0.284  8.494  0.881
O  0.903  8.341  0.637
N  -0.672  9.259  1.937
C  -2.022  9.553  2.381
H  -0.932  7.283  -0.750
H  -1.992  7.201  0.658
H  -2.009  8.633  -0.395
H  0.097  9.652  2.455
H  -2.203  10.629  2.360
H  -2.170  9.200  3.403
H  -2.747  9.067  1.739
C  0.768  4.499  -1.410
C  2.234  4.166  -1.536
O  2.726  3.225  -0.941
N  2.999  4.957  -2.342
C  2.586  6.111  -3.117
H  0.312  3.775  -0.742
H  0.632  5.496  -0.993
H  0.272  4.442  -2.381
H  3.965  4.676  -2.379
H  2.780  5.944  -4.179
H  3.138  6.998  -2.802
H  1.528  6.299  -2.983
C  8.273  3.363  0.125
C  7.839  1.916  0.105
O  6.665  1.599  0.052
N  8.816  0.968  0.152
C  10.252  1.160  0.220
H  7.384  3.983  0.085
H  8.821  3.592  1.040
H  8.904  3.591  -0.735
H  8.463  0.025  0.137
H  10.738  0.699  -0.642
H  10.654  0.701  1.125
H  10.495  2.216  0.231


(5)
Below is a structure of composition C26H22F5N4O6V at a distorted geometry, with properties calculated with wB97M-V/def2-TZVPD.

The strongest force on any atom is 4.77 eV/Å. The total energy comes out at -3117.430544 Ha. As for the spin multiplicity: 2. Its expectation value of S² is 0.7577. The energy relative to the best compared isomer or geometry (same formula, charge and spin) comes out at 42.02 kcal/mol. As for the charge: +1.

Positions of all 64 atoms, in Å:
V  -0.116  -0.381  0.961
F  -3.953  1.798  -2.149
C  -2.904  1.959  -1.342
C  -2.148  0.843  -0.999
C  -1.053  0.976  -0.166
C  -0.697  2.260  0.303
C  -1.500  3.353  -0.040
F  -1.209  4.576  0.425
C  -2.611  3.221  -0.853
C  0.528  2.293  1.095
C  1.168  3.419  1.625
C  2.377  3.266  2.280
C  2.949  1.999  2.376
C  2.258  0.925  1.849
N  1.082  1.072  1.246
H  -2.462  -0.117  -1.388
H  -3.240  4.067  -1.080
H  0.723  4.397  1.539
H  2.873  4.122  2.711
H  3.894  1.843  2.871
H  2.643  -0.090  1.907
F  -1.193  -2.584  1.819
C  -0.718  -2.170  3.031
F  0.632  -2.067  2.843
F  -0.952  -3.100  3.922
C  -1.261  -0.714  3.328
O  -1.669  -0.396  4.401
O  -1.103  -0.035  2.266
O  2.625  -2.164  -0.571
C  1.422  -2.135  -0.721
O  0.687  -1.305  -0.033
C  0.687  -2.940  -1.734
C  1.396  -3.816  -2.557
C  0.738  -4.473  -3.579
C  -0.619  -4.245  -3.760
C  -1.349  -3.425  -2.907
C  -0.692  -2.769  -1.886
N  -1.304  -4.848  -4.900
O  -2.476  -4.589  -5.031
O  -0.641  -5.537  -5.634
H  2.451  -3.960  -2.379
H  1.253  -5.147  -4.247
H  -2.414  -3.331  -3.062
H  -1.230  -2.129  -1.191
C  1.157  0.372  -2.999
C  1.870  0.810  -4.330
N  2.932  1.714  -3.985
C  2.407  2.922  -3.409
C  1.576  2.532  -2.134
N  1.732  1.114  -1.903
C  3.133  0.792  -1.741
C  3.872  1.087  -3.095
H  1.306  -0.694  -2.831
H  0.085  0.574  -3.043
H  1.169  1.316  -4.995
H  2.284  -0.060  -4.842
H  1.775  3.427  -4.139
H  3.236  3.579  -3.145
H  0.518  2.751  -2.278
H  1.934  3.078  -1.261
H  3.246  -0.258  -1.470
H  3.536  1.407  -0.935
H  4.234  0.164  -3.549
H  4.716  1.758  -2.934


(6)
Below is a cluster of 2 separate species, C5H13NOS in total at a distorted geometry, with properties calculated with wB97M-V/def2-TZVPD.

The strongest force on any atom is 1.18 eV/Å. The total energy comes out at -726.500010 Ha. The energy relative to the best compared isomer or geometry (same formula, charge and spin) comes out at 0.68 kcal/mol. As for the charge: 0. Its SMILES is CCC(N)=O.CSC.

Positions of all 21 atoms, in Å:
C  -1.475  -0.629  1.967
C  -2.744  -1.498  1.929
C  -0.590  -0.849  0.750
O  0.536  -1.297  0.854
N  -1.128  -0.516  -0.444
H  -1.757  0.425  2.015
H  -0.858  -0.870  2.820
H  -2.647  -2.339  1.237
H  -3.659  -0.975  1.661
H  -0.573  -0.452  -1.283
H  -2.093  -0.232  -0.562
H  -2.946  -1.954  2.907
C  2.409  -0.056  -1.926
C  1.954  2.560  -1.169
S  1.276  1.269  -2.214
H  2.182  -0.862  -2.618
H  3.451  0.232  -2.047
H  2.340  -0.490  -0.930
H  1.454  3.501  -1.410
H  3.006  2.709  -1.420
H  1.862  2.320  -0.118


(7)
Below is a structure of composition C5H4LiO7V at a distorted geometry, with properties calculated with wB97M-V/def2-TZVPD.

The strongest force on any atom is 2.57 eV/Å. The total energy comes out at -1671.192261 Ha. As for the spin multiplicity: 5. Its expectation value of S² is 6.0087. As for the charge: 0.

Positions of all 18 atoms, in Å:
O  1.108  0.000  2.224
C  1.089  1.225  1.901
O  2.012  1.979  1.588
O  0.077  1.431  -0.667
O  0.424  -0.276  -2.125
C  0.216  -1.676  -2.109
C  -0.885  -1.852  -1.070
O  -0.634  -0.782  -0.161
C  0.352  0.214  -0.835
H  -0.083  -2.001  -3.111
H  1.141  -2.197  -1.813
H  -0.839  -2.826  -0.567
H  -1.886  -1.717  -1.501
V  -0.693  -0.657  1.746
Li  0.801  2.956  0.215
O  -1.334  1.123  2.345
O  -0.478  3.131  1.859
C  -0.386  1.924  2.083